Entry from the OMol25 dataset: a molecular structure, C9H24CuNO7P (ωB97M-V with the def2-TZVPD basis set).

Results
energy relative to the best compared isomer or geometry (same formula, charge and spin)	539.9	kJ/mol
lowest unoccupied orbital energy	0.375	eV
charge	-1
total energy	-2920.41760	Eh
E_HOMO	-0.118	hartree

Atoms and positions in Å:
Cu  -14.360  19.872  8.514
O  -16.578  21.120  5.131
H  -17.266  21.631  5.600
O  -10.336  21.284  7.456
H  -9.517  20.974  7.888
C  -12.157  13.423  9.165
O  -12.623  14.582  9.436
N  -10.837  13.063  8.915
C  -10.402  11.643  8.734
C  -9.753  14.078  8.886
H  -12.803  12.555  9.371
H  -9.490  11.369  9.263
H  -10.157  11.687  7.673
H  -11.220  10.955  8.949
H  -10.010  15.017  9.376
H  -8.815  13.702  9.294
H  -9.641  14.349  7.836
C  -15.643  25.259  12.640
C  -15.118  24.280  13.615
O  -16.080  23.604  14.446
P  -17.353  22.802  13.810
O  -17.094  22.220  12.454
O  -18.588  23.923  13.763
C  -19.046  24.339  12.503
C  -19.302  25.815  12.391
O  -17.818  21.695  14.893
C  -18.026  22.046  16.229
C  -17.458  20.970  17.107
H  -14.798  25.697  12.109
H  -16.318  24.753  11.950
H  -16.178  26.107  13.068
H  -14.484  23.539  13.128
H  -14.526  24.774  14.385
H  -18.337  24.154  11.697
H  -19.931  23.719  12.359
H  -19.784  25.968  11.425
H  -19.940  26.149  13.209
H  -18.404  26.427  12.468
H  -17.489  22.991  16.311
H  -19.075  22.236  16.456
H  -17.646  21.155  18.164
H  -17.921  20.006  16.898
H  -16.375  20.892  17.210